A structure of composition CH4O3S2 in a non-equilibrium geometry, computed with wB97M-V/def2-TZVPD.

```
! RIJCOSX wB97M-V def2-TZVPD def2/J DEFGRID3
* xyz 0 1
C -0.226 -2.120 -0.749
O -0.774 2.214 1.021
O 1.319 1.270 -0.752
O 1.918 -0.960 0.057
S 1.221 0.306 0.308
S -1.153 -0.812 -0.499
H -0.717 -3.093 -1.168
H -1.225 2.326 1.904
H 0.763 -1.998 -0.556
H -1.126 2.868 0.433
*
```

The value obtained for the LUMO energy is -0.029 hartree. The relative energy (zero: lowest compared OMol25 entry of this formula, charge and spin) comes out at 6.6 kJ/mol. The value obtained for the orbital gap is 8.5204 eV. The value obtained for the molar mass is 128.2 g mol⁻¹.

---

A cluster of 2 separate species, CH4O4 in total in a non-equilibrium geometry, computed with wB97M-V/def2-TZVPD.

```
! RIJCOSX wB97M-V def2-TZVPD def2/J DEFGRID3
* xyz 0 1
C 0.556 -0.452 1.533
O -0.508 -0.107 0.727
O 0.200 0.110 -0.565
H 0.104 -0.625 2.500
H 1.036 -1.337 1.148
H 1.273 0.352 1.561
H -0.607 0.358 -1.117
O -1.504 0.816 -2.477
O -0.549 0.884 -3.309
*
```

The value obtained for the LUMO energy (spin up / spin down) is -0.090 / -0.092 hartree. Its SMILES is COO.O=O. The relative energy (zero: lowest compared OMol25 entry of this formula, charge and spin) comes out at 803.1 kJ/mol. The value obtained for the orbital gap (spin up / spin down) is 7.2485 / 7.1801 eV. The value obtained for the molar mass is 80.0 g mol⁻¹.

---

A cluster of 2 separate species, CH4O4 in total in a non-equilibrium geometry, computed with wB97M-V/def2-TZVPD.

```
! RIJCOSX wB97M-V def2-TZVPD def2/J DEFGRID3
* xyz 0 3
C -0.608 0.658 -0.293
O 1.458 -1.205 0.255
O -1.877 -1.147 0.680
O 1.443 0.209 0.121
O -1.421 0.174 0.676
H -0.614 0.127 -1.331
H -0.566 1.711 -0.273
H 1.716 -1.322 1.185
H -2.122 -1.201 1.705
*
```

The value obtained for the LUMO energy (spin up / spin down) is 0.021 / -0.059 hartree. The relative energy (zero: lowest compared OMol25 entry of this formula, charge and spin) comes out at 562.8 kJ/mol. The value obtained for the orbital gap (spin up / spin down) is 6.8713 / 8.8419 eV. The value obtained for the molar mass is 80.0 g mol⁻¹.

---

A structure of composition CH4O4PS in a non-equilibrium geometry, computed with wB97M-V/def2-TZVPD.

```
! RIJCOSX wB97M-V def2-TZVPD def2/J DEFGRID3
* xyz -1 1
C 1.364 0.411 -0.252
O -3.102 -0.126 0.171
O -0.802 -0.915 0.817
O -1.397 1.503 0.545
O -1.223 -0.012 -1.446
P 0.525 -1.312 -0.069
S -1.709 0.187 -0.086
H 2.461 0.145 -0.231
H 1.304 1.134 0.541
H 1.471 -1.883 1.197
H 1.109 0.868 -1.188
*
```

The value obtained for the LUMO energy is 0.151 hartree. The relative energy (zero: lowest compared OMol25 entry of this formula, charge and spin) comes out at 0.0 kJ/mol. The value obtained for the orbital gap is 9.1491 eV. The value obtained for the molar mass is 143.1 g mol⁻¹.

---

A structure of composition CH4OP2 in a non-equilibrium geometry, computed with wB97M-V/def2-TZVPD.

```
! RIJCOSX wB97M-V def2-TZVPD def2/J DEFGRID3
* xyz 0 1
C -0.534 -0.483 0.862
O -0.828 2.068 -0.022
P -1.195 0.710 -0.392
P 1.442 -0.610 -0.500
H -0.341 -0.249 1.858
H -0.897 -1.459 0.759
H 0.555 -0.714 -1.721
H 1.798 0.738 -0.844
*
```

The value obtained for the LUMO energy is -0.022 hartree. The relative energy (zero: lowest compared OMol25 entry of this formula, charge and spin) comes out at 123.3 kJ/mol. The value obtained for the orbital gap is 8.5950 eV. The value obtained for the molar mass is 94.0 g mol⁻¹.

---

An isolated molecule of CH4OP2 in a non-equilibrium geometry, computed with wB97M-V/def2-TZVPD.

```
! RIJCOSX wB97M-V def2-TZVPD def2/J DEFGRID3
* xyz 0 1
O -2.130 0.112 -0.770
P -1.208 -0.512 0.146
P 1.403 -0.361 -0.356
C 0.197 0.715 0.430
H 0.923 -1.469 0.447
H 0.422 -0.943 -1.305
H -0.104 1.558 -0.077
H 0.496 0.900 1.485
*
```

The value obtained for the LUMO energy is -0.003 hartree. Its SMILES is O=P1=[PH2]C1. The relative energy (zero: lowest compared OMol25 entry of this formula, charge and spin) comes out at 35.2 kJ/mol. The value obtained for the orbital gap is 9.1755 eV. The value obtained for the molar mass is 94.0 g mol⁻¹.

---

An isolated molecule of CH4OS3 in a non-equilibrium geometry, computed with wB97M-V/def2-TZVPD.

```
! RIJCOSX wB97M-V def2-TZVPD def2/J DEFGRID3
* xyz 0 1
C -0.105 -1.508 -0.145
S 1.311 -0.350 0.105
S 0.180 1.650 0.108
O 1.169 2.651 -0.129
S -1.503 1.511 -0.873
H 0.064 -2.211 -1.004
H -1.067 -1.193 -0.219
H 0.090 -2.154 0.718
H -0.140 1.603 1.439
*
```

The value obtained for the LUMO energy is -0.030 hartree. Its SMILES is CS[S@@H](=O)=S. The relative energy (zero: lowest compared OMol25 entry of this formula, charge and spin) comes out at 159.4 kJ/mol. The value obtained for the orbital gap is 8.8301 eV. The value obtained for the molar mass is 128.2 g mol⁻¹.

---

An isolated molecule of CH4P2S in a non-equilibrium geometry, computed with wB97M-V/def2-TZVPD.

```
! RIJCOSX wB97M-V def2-TZVPD def2/J DEFGRID3
* xyz 0 1
P -0.173 -1.543 0.808
P -0.947 0.461 0.658
C 0.440 1.231 -0.921
S 0.087 1.727 -2.383
H 1.200 -1.184 0.744
H -0.404 -2.059 2.105
H -1.774 -0.035 -0.394
H 1.570 1.401 -0.617
*
```

The value obtained for the LUMO energy is -0.018 hartree. Its SMILES is [PH2]#[PH]C=S. The relative energy (zero: lowest compared OMol25 entry of this formula, charge and spin) comes out at 290.4 kJ/mol. The value obtained for the orbital gap is 8.0249 eV. The value obtained for the molar mass is 110.1 g mol⁻¹.

---

An isolated molecule of CH4S in a non-equilibrium geometry, computed with wB97M-V/def2-TZVPD.

```
! RIJCOSX wB97M-V def2-TZVPD def2/J DEFGRID3
* xyz 0 1
C 0.456 -0.158 0.025
S -1.394 -0.290 0.002
H 0.731 0.560 -0.828
H 0.944 0.046 0.962
H 0.944 -1.170 -0.268
H -1.681 1.013 0.107
*
```

The value obtained for the LUMO energy is 0.039 hartree. Its SMILES is CS. The relative energy (zero: lowest compared OMol25 entry of this formula, charge and spin) comes out at 24.7 kJ/mol. The value obtained for the orbital gap is 10.2050 eV. The value obtained for the molar mass is 48.1 g mol⁻¹.

---

A cluster of 2 separate species, CH4S2 in total in a non-equilibrium geometry, computed with wB97M-V/def2-TZVPD.

```
! RIJCOSX wB97M-V def2-TZVPD def2/J DEFGRID3
* xyz 0 1
C -0.470 -0.140 -1.901
S -1.275 -1.345 -1.276
H 0.470 -0.150 -2.381
H -0.831 0.947 -1.523
S 0.983 -0.323 2.449
H 0.154 0.003 1.577
H 0.970 1.008 3.056
*
```

The value obtained for the LUMO energy is -0.019 hartree. Its SMILES is C=S.S. The relative energy (zero: lowest compared OMol25 entry of this formula, charge and spin) comes out at 179.5 kJ/mol. The value obtained for the orbital gap is 8.4798 eV. The value obtained for the molar mass is 80.2 g mol⁻¹.

---

An isolated molecule of CH4Se in a non-equilibrium geometry, computed with wB97M-V/def2-TZVPD.

```
! RIJCOSX wB97M-V def2-TZVPD def2/J DEFGRID3
* xyz 0 1
C 0.498 0.233 -0.213
Se -1.428 -0.305 -0.356
H 0.784 1.134 -0.913
H 0.576 0.521 0.888
H 0.949 -0.667 -0.451
H -1.379 -0.915 1.044
*
```

The value obtained for the LUMO energy is 0.028 hartree. Its SMILES is C[SeH]. The relative energy (zero: lowest compared OMol25 entry of this formula, charge and spin) comes out at 15.1 kJ/mol. The value obtained for the orbital gap is 9.4828 eV. The value obtained for the molar mass is 95.0 g mol⁻¹.

---

A structure of composition CH5AgO2 in a non-equilibrium geometry, computed with wB97M-V/def2-TZVPD.

```
! RIJCOSX wB97M-V def2-TZVPD def2/J DEFGRID3
* xyz 0 1
O 0.387 0.831 -0.391
H 0.310 -0.299 -0.682
C 1.615 1.369 0.017
H 1.436 2.246 0.658
H 2.214 0.644 0.597
H 2.217 1.700 -0.847
Ag -1.673 -0.093 0.634
O -0.635 -1.685 -0.580
H -0.683 -2.016 -1.476
*
```

The value obtained for the LUMO energy is -0.044 hartree. The value obtained for the orbital gap is 8.0255 eV. The value obtained for the molar mass is 156.9 g mol⁻¹.

---

What did the third record say?
A cluster of 2 separate species, CH4O4 in total in a non-equilibrium geometry, computed with wB97M-V/def2-TZVPD.

```
! RIJCOSX wB97M-V def2-TZVPD def2/J DEFGRID3
* xyz 0 3
C -0.608 0.658 -0.293
O 1.458 -1.205 0.255
O -1.877 -1.147 0.680
O 1.443 0.209 0.121
O -1.421 0.174 0.676
H -0.614 0.127 -1.331
H -0.566 1.711 -0.273
H 1.716 -1.322 1.185
H -2.122 -1.201 1.705
*
```

The value obtained for the LUMO energy (spin up / spin down) is 0.021 / -0.059 hartree. The relative energy (zero: lowest compared OMol25 entry of this formula, charge and spin) comes out at 562.8 kJ/mol. The value obtained for the orbital gap (spin up / spin down) is 6.8713 / 8.8419 eV. The value obtained for the molar mass is 80.0 g mol⁻¹.